(1)
Below is a structure of composition C48H55CaClIN8O3Se at a distorted geometry, with properties calculated with ωB97M-V with the def2-TZVPD basis set.

ΔE to the lowest compared entry with this formula, charge and spin	401.7	kJ/mol
net charge	-1
E_tot	-6362.64846	a.u.
HOMO level (spin up / spin down)	-3.9 / -2.0	eV
spin multiplicity	1
gap between HOMO and LUMO (spin up / spin down)	5.7066 / 3.7809	eV

```
118
Properties=species:S:1:pos:R:3:lowdin_charge:R:1
Ca -21.900 -7.372 8.222 1.091
I -22.162 -4.227 9.689 1.005
C -22.160 -5.268 11.551 -0.575
C -21.563 -4.861 12.734 -0.189
C -21.812 -5.505 13.920 -0.131
C -22.694 -6.534 13.990 -0.072
C -23.388 -7.019 12.886 -0.189
C -24.373 -8.031 12.917 -0.063
C -24.885 -8.421 11.691 -0.124
C -24.356 -8.049 10.450 -0.188
C -23.332 -7.090 10.341 -0.235
C -23.017 -6.464 11.573 -0.264
H -20.927 -3.956 12.745 0.100
H -21.181 -5.125 14.770 0.116
H -22.917 -7.047 14.899 0.096
H -24.654 -8.463 13.888 0.104
H -25.771 -9.069 11.698 0.092
H -24.843 -8.451 9.565 0.078
Se -19.179 -9.138 9.197 0.363
C -26.428 -0.592 6.078 -0.094
C -25.929 -1.976 6.424 -0.306
C -25.729 -3.001 5.416 -0.047
C -25.545 -4.297 5.797 -0.227
C -25.963 -5.528 4.966 -0.063
C -25.212 -4.577 7.211 -0.143
C -24.677 -5.832 7.710 -0.378
O -23.736 -6.481 7.173 -0.311
C -25.589 -3.586 8.190 -0.194
C -25.717 -3.907 9.742 -0.075
C -25.742 -2.230 7.775 -0.050
H -25.903 -0.263 5.183 0.060
H -26.131 0.028 6.952 0.064
H -27.560 -0.526 6.040 0.087
H -25.881 -2.813 4.327 0.113
H -27.046 -5.410 4.679 0.081
H -25.955 -6.444 5.550 0.053
H -25.396 -5.681 4.033 0.063
H -25.213 -6.240 8.633 0.099
H -25.316 -4.889 9.975 0.023
H -26.785 -4.006 9.901 0.068
H -25.221 -3.141 10.320 0.048
H -25.689 -1.378 8.427 0.095
C -18.630 -7.133 11.094 -0.119
C -18.482 -7.199 9.600 -0.877
N -19.351 -6.436 8.831 -0.066
C -18.586 -5.807 7.913 -0.165
C -17.226 -6.151 7.987 -0.063
N -17.163 -6.999 9.049 -0.087
C -16.005 -7.755 9.507 -0.050
N -14.900 -8.074 8.463 -0.010
N -14.283 -7.113 7.609 0.053
N -13.265 -7.694 7.006 0.051
C -13.105 -8.993 7.526 -0.235
C -12.247 -10.005 7.109 -0.059
C -12.502 -11.264 7.569 -0.098
C -13.598 -11.521 8.475 -0.066
C -14.340 -10.463 9.006 -0.021
C -14.094 -9.173 8.537 -0.200
H -18.218 -7.964 11.536 0.013
H -19.740 -7.083 11.259 0.084
H -18.132 -6.205 11.447 0.094
H -19.099 -5.043 7.321 0.101
H -16.422 -5.914 7.257 0.103
H -16.379 -8.781 9.738 0.078
H -15.608 -7.318 10.411 0.125
H -11.455 -9.766 6.334 0.132
H -11.884 -12.066 7.142 0.102
H -13.817 -12.560 8.702 0.075
H -15.119 -10.612 9.811 0.127
C -24.412 -14.692 8.439 -0.050
C -23.205 -14.955 7.522 -0.483
C -23.130 -16.480 7.223 -0.055
C -21.876 -14.748 8.258 -0.047
C -23.397 -14.107 6.225 -0.402
O -24.566 -14.632 5.579 -0.054
C -22.270 -14.292 5.209 -0.107
C -21.141 -13.247 5.096 -0.128
C -19.815 -13.582 5.772 -0.208
C -19.242 -14.876 5.549 -0.040
C -18.025 -15.124 6.181 -0.124
C -17.320 -14.164 6.935 -0.683
Cl -16.036 -14.686 7.945 0.674
C -17.823 -12.848 6.990 -0.088
C -19.078 -12.580 6.463 -0.027
C -23.947 -12.613 6.428 -0.034
N -23.236 -11.601 7.237 -0.070
C -22.930 -10.317 6.932 -0.094
N -22.616 -9.661 8.076 -0.021
C -22.694 -10.621 9.028 -0.245
N -23.122 -11.766 8.658 0.144
H -24.214 -15.146 9.459 0.105
H -25.244 -15.213 8.042 0.061
H -24.645 -13.623 8.667 0.072
H -22.996 -17.183 8.002 0.070
H -22.299 -16.718 6.535 0.078
H -24.045 -16.849 6.727 0.085
H -21.899 -15.205 9.243 0.087
H -21.659 -13.733 8.453 0.047
H -20.954 -15.123 7.761 0.085
H -24.367 -15.293 4.883 0.113
H -22.738 -14.180 4.231 0.121
H -21.846 -15.256 5.389 0.080
H -21.417 -12.263 5.438 0.082
H -20.962 -13.124 4.004 0.128
H -19.659 -15.668 4.919 0.116
H -17.521 -16.066 6.078 0.087
H -17.318 -12.151 7.692 0.107
H -19.465 -11.541 6.448 0.113
H -25.037 -12.634 6.632 0.136
H -23.923 -12.119 5.381 0.153
H -22.848 -9.954 5.919 0.130
H -22.448 -10.419 10.007 0.095
C -20.698 -7.500 4.306 -0.070
O -21.528 -7.469 5.566 -0.243
H -19.678 -7.479 4.713 0.083
H -20.908 -6.692 3.634 0.070
H -20.849 -8.458 3.826 0.064
H -22.385 -7.022 5.278 0.089
```

=====

(2)
Below is a cluster of 2 separate species, C20H29NO5 in total at a distorted geometry, with properties calculated with ωB97M-V with the def2-TZVPD basis set.

ΔE to the lowest compared entry with this formula, charge and spin	216.8	kJ/mol
E_tot	-1210.39235	a.u.
HOMO level	-7.7	eV
spin multiplicity	1
gap between HOMO and LUMO	7.8983	eV

```
55
Properties=species:S:1:pos:R:3:nbo_charge:R:1
C -4.951 2.899 2.624 -0.257
O -4.951 1.691 1.838 -0.491
C -3.826 0.943 1.770 0.344
C -3.844 -0.174 0.899 -0.282
C -2.671 -0.803 0.565 -0.179
C -1.416 -0.325 1.005 -0.075
C -0.175 -0.904 0.434 0.098
C 1.074 -0.580 1.006 -0.551
C 2.159 -1.576 0.823 0.798
O 1.987 -2.672 0.326 -0.649
O 3.431 -1.171 1.108 -0.527
C 3.569 0.064 1.832 0.531
C 3.169 -0.112 3.285 -0.670
C 5.017 0.519 1.664 -0.623
O 2.799 1.104 1.191 -0.537
C 1.470 0.837 0.959 0.780
O 0.757 1.761 0.620 -0.649
C -1.438 0.637 2.047 -0.119
C -2.608 1.295 2.409 -0.321
H -5.936 3.326 2.442 0.205
H -4.828 2.661 3.690 0.182
H -4.168 3.605 2.308 0.187
H -4.796 -0.504 0.485 0.227
H -2.697 -1.730 -0.013 0.209
H -0.284 -1.966 0.224 0.229
H 2.141 -0.479 3.378 0.236
H 3.852 -0.830 3.752 0.225
H 3.270 0.846 3.807 0.224
H 5.249 0.605 0.596 0.229
H 5.140 1.500 2.138 0.223
H 5.692 -0.204 2.128 0.219
H -0.522 0.847 2.608 0.228
H -2.556 2.092 3.159 0.226
C -0.508 -2.207 -3.447 -0.623
C -0.412 -1.899 -1.972 -0.236
N 0.194 -0.621 -1.530 -0.346
C 1.651 -0.469 -1.959 -0.240
C 1.955 -0.209 -3.428 -0.622
C -0.529 0.641 -1.906 -0.244
C -1.897 0.517 -2.514 -0.628
H -1.018 -3.182 -3.519 0.221
H -1.105 -1.459 -3.973 0.205
H 0.485 -2.286 -3.895 0.208
H -1.418 -1.940 -1.538 0.201
H 0.188 -2.691 -1.508 0.234
H 2.033 0.387 -1.374 0.222
H 2.188 -1.367 -1.624 0.238
H 2.985 0.173 -3.478 0.229
H 1.918 -1.129 -4.009 0.206
H 1.295 0.532 -3.886 0.209
H -0.571 1.246 -0.990 0.252
H 0.163 1.198 -2.563 0.196
H -2.309 1.528 -2.556 0.229
H -1.821 0.124 -3.524 0.198
H -2.576 -0.090 -1.915 0.217
```

=====

(3)
Below is a structure of composition C47H54CuO8P3, with properties calculated with ωB97M-V with the def2-TZVPD basis set.

ΔE to the lowest compared entry with this formula, charge and spin	0.0	kJ/mol
net charge	-1
E_tot	-5090.10356	a.u.
HOMO level (spin up / spin down)	-3.6 / -4.1	eV
spin multiplicity	2
gap between HOMO and LUMO (spin up / spin down)	5.7340 / 6.0963	eV

```
113
Properties=species:S:1:pos:R:3:lowdin_charge:R:1
Cu 1.794 0.148 -0.830 0.176
O 5.344 0.833 -1.355 0.002
C 4.245 1.287 -1.668 -0.645
O 3.269 0.666 -2.201 -0.130
C 4.032 2.798 -1.444 -0.109
C 5.186 3.580 -1.379 -0.033
C 5.124 4.955 -1.248 -0.092
C 3.887 5.584 -1.162 -0.096
C 2.735 4.820 -1.200 -0.109
C 2.785 3.430 -1.337 -0.269
P 1.193 2.500 -1.364 1.122
C 0.523 3.140 -2.948 -0.330
C -0.311 4.242 -3.112 -0.091
C -0.735 4.622 -4.380 -0.098
C -0.317 3.916 -5.498 -0.110
C 0.531 2.826 -5.345 -0.095
C 0.943 2.435 -4.080 -0.097
C 0.243 3.325 -0.045 -0.355
C -1.154 3.291 -0.059 -0.115
C -1.881 3.725 1.040 -0.095
C -1.230 4.177 2.179 -0.106
C 0.156 4.184 2.214 -0.085
C 0.886 3.758 1.114 -0.094
H 6.133 3.059 -1.437 0.109
H 6.037 5.538 -1.214 0.093
H 3.821 6.660 -1.060 0.094
H 1.771 5.309 -1.113 0.101
H -0.634 4.807 -2.248 0.096
H -1.389 5.479 -4.492 0.094
H -0.645 4.216 -6.486 0.091
H 0.868 2.273 -6.214 0.098
H 1.603 1.583 -3.947 0.101
H -1.672 2.880 -0.914 0.088
H -2.964 3.675 1.018 0.100
H -1.800 4.476 3.050 0.096
H 0.675 4.497 3.112 0.101
H 1.968 3.747 1.161 0.108
C -1.446 -0.231 -3.883 -0.039
C -2.624 -0.957 -3.267 -0.423
C -3.270 -1.947 -4.214 -0.043
O -2.203 -1.734 -2.104 -0.205
P -1.985 -0.976 -0.713 0.488
O -1.723 0.459 -0.805 -0.221
C -0.764 -2.008 0.111 -0.214
P 0.592 -2.531 -0.958 0.470
O 0.956 -1.565 -2.007 -0.246
O 0.031 -3.907 -1.554 -0.189
C -0.153 -4.090 -2.979 -0.452
C 1.101 -4.724 -3.546 -0.035
C -1.397 -4.934 -3.152 -0.048
O 1.812 -2.949 -0.084 -0.161
C 2.054 -3.788 1.065 -0.405
C 1.892 -5.247 0.685 -0.049
C 1.217 -3.386 2.263 -0.036
O -3.339 -1.222 0.102 -0.182
C -3.921 -2.530 0.251 -0.472
C -5.265 -2.524 -0.448 -0.036
C -4.020 -2.822 1.735 -0.037
H -1.794 0.367 -4.728 0.090
H -0.692 -0.937 -4.235 0.084
H -0.979 0.431 -3.158 0.061
H -3.365 -0.229 -2.924 0.141
H -2.539 -2.691 -4.530 0.070
H -3.639 -1.427 -5.099 0.085
H -4.105 -2.462 -3.736 0.071
H -1.254 -2.905 0.494 0.066
H -0.367 -1.423 0.945 0.043
H -0.299 -3.107 -3.426 0.109
H 1.289 -5.688 -3.070 0.083
H 1.956 -4.068 -3.379 0.088
H 0.993 -4.879 -4.621 0.083
H -1.279 -5.897 -2.652 0.084
H -1.584 -5.115 -4.212 0.083
H -2.259 -4.415 -2.732 0.065
H 3.100 -3.577 1.287 0.149
H 0.846 -5.477 0.474 0.076
H 2.230 -5.878 1.509 0.082
H 2.482 -5.480 -0.201 0.082
H 0.168 -3.655 2.128 0.073
H 1.301 -2.315 2.446 0.067
H 1.586 -3.920 3.141 0.090
H -3.277 -3.270 -0.235 0.125
H -5.914 -1.769 -0.001 0.089
H -5.746 -3.500 -0.357 0.084
H -5.139 -2.293 -1.506 0.067
H -4.644 -2.068 2.219 0.087
H -3.035 -2.787 2.203 0.077
H -4.457 -3.807 1.904 0.083
C 1.446 0.129 1.030 -0.029
C 1.173 0.278 2.228 -0.172
C 0.787 0.500 3.546 -0.152
C 1.767 0.239 4.606 -0.181
C 1.402 -0.213 5.883 -0.054
C 2.361 -0.502 6.842 -0.104
C 3.712 -0.351 6.556 -0.116
C 4.091 0.078 5.289 -0.092
C 3.137 0.360 4.327 -0.024
C -0.583 0.934 3.809 -0.171
C -0.971 1.567 5.003 -0.051
C -2.283 1.960 5.212 -0.104
C -3.253 1.742 4.240 -0.112
C -2.877 1.161 3.034 -0.095
C -1.566 0.780 2.817 -0.025
H 0.357 -0.369 6.112 0.103
H 2.051 -0.860 7.817 0.093
H 4.459 -0.574 7.306 0.090
H 5.141 0.190 5.046 0.098
H 3.433 0.677 3.335 0.113
H -0.231 1.775 5.763 0.104
H -2.549 2.450 6.141 0.094
H -4.278 2.048 4.409 0.090
H -3.602 1.019 2.240 0.101
H -1.275 0.393 1.850 0.081
```

=====

(4)
Below is an isolated molecule of C7H8ClO5PS at a distorted geometry, with properties calculated with ωB97M-V with the def2-TZVPD basis set.

E_tot	-1847.56342	a.u.
HOMO level	-9.6	eV
spin multiplicity	1
gap between HOMO and LUMO	8.1238	eV

```
23
Properties=species:S:1:pos:R:3:nbo_charge:R:1
C -0.789 -0.565 2.133 -0.641
C -1.850 -0.590 1.043 -0.163
Cl -3.128 0.604 1.416 -0.058
C -1.346 -0.345 -0.403 -0.481
C 0.086 -0.690 -0.570 0.019
C 1.186 0.073 -0.677 -0.518
P 1.344 1.866 -0.668 1.798
O 0.973 2.304 -2.175 -0.969
O 0.091 2.365 0.196 -0.983
S 3.043 2.499 -0.114 -0.479
C 2.361 -0.853 -0.788 0.774
O 3.457 -0.673 -1.180 -0.457
O 1.897 -2.124 -0.411 -0.494
C 0.550 -2.120 -0.641 0.743
O -0.091 -3.079 -0.944 -0.497
H -0.104 0.273 2.017 0.225
H -1.290 -0.426 3.089 0.240
H -0.250 -1.511 2.174 0.221
H -2.339 -1.561 1.060 0.221
H -1.949 -0.954 -1.076 0.255
H -1.533 0.695 -0.654 0.232
H 0.163 1.876 -2.493 0.497
H -0.483 2.935 -0.335 0.515
```